{
  "formula": "C16H56O12",
  "method": "ωB97M-V/def2-TZVPD",
  "homo_lumo_gap_ev": [9.19, 2.09],
  "multiplicity": 2,
  "charge": 1,
  "lumo_ev": [-2.45, -9.55],
  "de_lowest_kcal_mol": 68.3,
  "e_tot_ev": -42054.38069,
  "symbols": ["C", "O", "H", "H", "H", "H", "C", "O", "H", "H", "H", "H", "C", "O", "H", "H", "H", "H", "C", "O", "H", "H", "H", "H", "C", "O", "H", "H", "H", "H", "C", "O", "H", "H", "H", "H", "C", "O", "H", "H", "H", "H", "C", "O", "H", "H", "H", "H", "C", "C", "O", "H", "H", "H", "H", "H", "H", "C", "C", "O", "H", "H", "H", "H", "H", "H", "C", "C", "O", "H", "H", "H", "H", "H", "H", "C", "C", "O", "H", "H", "H", "H", "H", "H"],
  "coordinates": [[-1.639, 2.846, -2.955], [-2.149, 4.105, -2.488], [-0.572, 2.861, -2.734], [-2.029, 1.936, -2.497], [-1.761, 2.761, -4.035], [-2.403, 4.590, -3.276], [0.417, -3.449, 2.739], [0.356, -3.726, 1.332], [0.371, -4.312, 3.404], [1.308, -2.899, 3.041], [-0.423, -2.788, 2.953], [1.241, -3.963, 1.045], [-1.331, -4.651, -1.588], [-1.828, -4.787, -0.268], [-0.396, -4.131, -1.384], [-1.025, -5.591, -2.047], [-2.105, -4.145, -2.164], [-1.157, -4.494, 0.353], [-0.936, -2.509, -4.655], [-0.848, -1.986, -3.333], [-1.803, -2.268, -5.270], [-0.105, -2.161, -5.269], [-0.802, -3.590, -4.661], [-1.747, -1.960, -2.996], [2.189, 1.219, -3.696], [2.743, 1.027, -2.447], [1.430, 1.997, -3.615], [2.963, 1.427, -4.435], [1.736, 0.288, -4.036], [2.438, 0.323, -1.869], [3.931, -0.566, 1.743], [4.084, -0.463, 0.315], [4.358, -1.530, 2.021], [4.373, 0.228, 2.344], [2.879, -0.530, 2.027], [4.193, 0.486, 0.216], [3.880, 3.531, -0.568], [4.297, 2.190, -0.705], [4.050, 4.097, -1.484], [2.799, 3.614, -0.460], [4.331, 3.987, 0.313], [3.696, 1.747, -1.308], [1.990, -4.411, -3.811], [1.526, -5.662, -4.468], [2.818, -4.544, -3.115], [2.142, -3.721, -4.641], [1.228, -3.801, -3.326], [1.021, -5.495, -5.268], [-2.497, 3.985, 1.409], [-3.672, 3.839, 2.304], [-4.744, 3.161, 1.701], [-1.837, 4.723, 1.864], [-2.699, 4.312, 0.388], [-1.985, 3.030, 1.295], [-3.923, 4.827, 2.691], [-3.515, 3.210, 3.179], [-5.306, 2.898, 2.434], [0.356, 1.358, 4.024], [1.221, 2.462, 3.467], [1.837, 3.091, 4.575], [-0.472, 1.855, 4.531], [0.957, 0.799, 4.741], [0.081, 0.706, 3.195], [0.695, 3.251, 2.929], [2.019, 2.019, 2.870], [2.230, 3.882, 4.200], [-3.132, -0.050, 2.214], [-3.646, -1.064, 3.217], [-3.783, -0.290, 4.368], [-4.001, 0.394, 1.729], [-2.623, -0.561, 1.397], [-2.465, 0.694, 2.649], [-2.959, -1.885, 3.423], [-4.580, -1.440, 2.800], [-4.059, -0.897, 5.058], [0.215, 1.024, 0.144], [0.221, -0.487, -0.102], [1.117, -0.819, -1.117], [-0.241, 1.659, -0.616], [1.269, 1.300, 0.173], [-0.232, 1.327, 1.091], [-0.755, -0.881, -0.385], [0.538, -1.052, 0.775], [0.644, -1.508, -1.590]]
}

***

{
  "formula": "C16H58N10O13",
  "method": "ωB97M-V/def2-TZVPD",
  "homo_lumo_gap_ev": 10.28,
  "lumo_ev": 0.53,
  "de_lowest_kcal_mol": 0.0,
  "e_tot_ev": -59054.89859,
  "symbols": ["C", "O", "N", "N", "H", "H", "H", "H", "C", "O", "N", "N", "H", "H", "H", "H", "C", "O", "N", "N", "H", "H", "H", "H", "C", "O", "N", "N", "H", "H", "H", "H", "C", "O", "N", "N", "H", "H", "H", "H", "C", "O", "H", "H", "H", "H", "C", "O", "H", "H", "H", "H", "C", "O", "H", "H", "H", "H", "C", "O", "H", "H", "H", "H", "C", "O", "H", "H", "H", "H", "C", "C", "O", "H", "H", "H", "H", "H", "H", "C", "C", "O", "H", "H", "H", "H", "H", "H", "C", "C", "O", "H", "H", "H", "H", "H", "H"],
  "coordinates": [[9.787, 11.754, 7.030], [10.631, 12.584, 7.420], [10.191, 10.587, 6.495], [8.479, 12.033, 7.139], [9.560, 10.122, 5.825], [11.162, 10.318, 6.495], [7.834, 11.299, 7.096], [8.188, 12.875, 7.623], [9.712, 13.642, 13.832], [10.361, 13.547, 14.922], [8.353, 13.630, 13.787], [10.336, 13.817, 12.645], [7.875, 12.964, 14.344], [7.906, 13.655, 12.873], [9.951, 13.484, 11.726], [11.315, 13.660, 12.628], [8.866, 10.420, 14.161], [7.852, 10.067, 13.614], [10.040, 10.347, 13.420], [8.965, 10.893, 15.426], [10.995, 10.479, 13.749], [9.938, 9.787, 12.609], [9.681, 11.623, 15.550], [8.052, 11.099, 15.763], [14.033, 10.852, 7.792], [13.628, 9.995, 6.966], [13.359, 11.996, 8.105], [15.316, 10.613, 8.370], [12.497, 12.251, 7.656], [13.782, 12.667, 8.681], [15.978, 10.033, 7.860], [15.705, 11.323, 9.022], [6.954, 11.735, 10.563], [6.579, 12.177, 9.468], [8.183, 12.001, 11.091], [6.080, 11.023, 11.368], [8.902, 12.289, 10.420], [8.469, 11.375, 11.818], [5.327, 10.666, 10.820], [6.347, 10.524, 12.178], [9.533, 7.094, 13.575], [8.846, 7.527, 12.414], [9.624, 6.002, 13.520], [10.486, 7.627, 13.568], [9.104, 7.286, 14.509], [7.993, 7.792, 12.821], [12.568, 15.632, 13.757], [13.064, 14.293, 13.886], [11.721, 15.908, 14.356], [13.395, 16.307, 14.029], [12.270, 15.763, 12.722], [12.498, 13.844, 14.533], [15.224, 11.924, 11.935], [15.832, 12.556, 10.812], [15.817, 11.927, 12.898], [14.277, 12.464, 12.078], [14.981, 10.896, 11.646], [15.712, 13.514, 10.917], [14.338, 7.271, 10.273], [14.662, 8.620, 10.513], [14.863, 6.656, 10.957], [13.255, 7.153, 10.368], [14.610, 6.947, 9.296], [14.981, 9.038, 9.676], [13.769, 9.034, 13.995], [13.189, 9.624, 12.798], [13.340, 9.581, 14.853], [13.502, 8.006, 14.187], [14.852, 9.189, 13.953], [13.743, 9.471, 12.028], [11.083, 10.422, 9.928], [11.523, 11.807, 10.496], [10.696, 12.878, 10.014], [10.097, 10.121, 10.258], [11.806, 9.603, 10.060], [11.034, 10.502, 8.817], [12.584, 11.996, 10.322], [11.379, 11.812, 11.586], [10.641, 12.860, 9.011], [7.533, 7.560, 7.919], [6.992, 7.471, 9.329], [7.567, 8.420, 10.206], [8.545, 7.224, 7.804], [7.354, 8.568, 7.511], [6.974, 6.934, 7.235], [7.102, 6.399, 9.636], [5.949, 7.687, 9.277], [8.354, 8.051, 10.630], [8.657, 15.835, 8.818], [7.368, 15.877, 8.037], [7.200, 14.656, 7.333], [8.582, 15.092, 9.587], [8.915, 16.814, 9.218], [9.415, 15.540, 8.046], [7.433, 16.623, 7.255], [6.525, 16.006, 8.689], [6.580, 14.087, 7.783]]
}